# C47H48GeMoN7O2

C47H48GeMoN7O2 as an isolated structure (wB97M-V/def2-TZVPD, the Open Molecules 2025 dataset).

```
106
Properties=species:S:1:pos:R:3:lowdin_charge:R:1
Mo -1.2053 0.3217 0.3454 1.632
C -0.8055 -6.6904 -0.9161 -0.018
C -0.6655 -5.2791 -0.4213 -0.239
C 0.4144 -4.8700 0.3385 0.058
C 0.5443 -3.5587 0.8296 -0.101
C 1.6932 -3.2812 1.6218 0.048
N 2.0511 -2.1224 2.0771 0.103
C 3.2591 -1.8963 2.8859 -0.129
C 3.1166 -0.6865 3.7966 -0.133
C 1.9591 -0.7493 4.8075 -0.108
N 0.8086 0.0203 4.3300 0.082
C 0.2187 0.9838 4.9634 0.047
C -0.8392 1.7841 4.4331 -0.104
C -1.4244 2.7297 5.2955 0.057
C -2.4509 3.5555 4.8895 -0.230
C -3.0753 4.5751 5.7991 -0.017
C -2.8846 3.3971 3.5759 0.060
C -2.3400 2.4861 2.6594 -0.094
C -3.0080 2.4864 1.3604 -0.043
N -2.7829 1.8038 0.2960 -0.110
C -3.6708 2.0256 -0.8582 -0.163
C -4.2422 0.7004 -1.3752 -0.138
C -4.2465 -0.3855 -0.3134 -0.174
N -2.8850 -0.9322 -0.1257 -0.079
C -2.7449 -2.1886 -0.3715 -0.041
C -1.5703 -3.0046 -0.1987 -0.106
C -1.6434 -4.3240 -0.6642 0.069
C -0.4615 -2.5909 0.5672 -0.254
O -0.3977 -1.4002 1.1131 -0.227
C -1.2734 1.6497 3.0855 -0.270
O -0.6631 0.7702 2.3281 -0.265
H 0.1656 -7.1726 -1.0151 0.091
H -1.2990 -6.7161 -1.8866 0.089
H -1.4023 -7.2853 -0.2229 0.101
H 1.1966 -5.5856 0.5709 0.142
H 2.3393 -4.1157 1.8824 0.164
H 1.4857 -1.3322 1.7742 0.128
H 4.1030 -1.7497 2.2108 0.129
H 3.4357 -2.8016 3.4669 0.140
H 3.0199 0.2186 3.1890 0.114
H 4.0581 -0.5806 4.3352 0.134
H 2.2590 -0.3327 5.7671 0.135
H 1.6335 -1.7765 4.9826 0.140
H 0.4230 -0.1539 3.3969 0.114
H 0.5673 1.1971 5.9707 0.161
H -1.0570 2.7997 6.3139 0.140
H -2.7950 4.4020 6.8361 0.090
H -4.1624 4.5442 5.7348 0.096
H -2.7554 5.5823 5.5288 0.100
H -3.7051 4.0218 3.2375 0.140
H -3.8402 3.1897 1.3169 0.142
H -3.0954 2.5211 -1.6388 0.110
H -4.4707 2.7043 -0.5590 0.128
H -3.6787 0.3448 -2.2395 0.112
H -5.2648 0.8674 -1.7127 0.132
H -4.9105 -1.1973 -0.6080 0.126
H -4.6032 -0.0085 0.6462 0.130
H -3.6289 -2.7302 -0.7060 0.148
H -2.5206 -4.6130 -1.2345 0.146
N 2.3312 4.5678 1.5304 0.167
C 1.4291 4.0507 0.6700 -0.343
C 0.7352 2.8561 0.9547 -0.061
N -0.1421 2.3508 0.0916 -0.049
C -0.3400 3.0118 -1.0578 -0.126
C 0.3605 4.1765 -1.3237 -0.061
N 1.2336 4.6964 -0.4796 0.168
H 2.4116 4.2386 2.4742 0.106
H 2.7424 5.4588 1.3019 0.125
H 0.9163 2.3127 1.8698 0.106
H -1.0134 2.5886 -1.7814 0.071
H 0.2107 4.6908 -2.2654 0.126
C -0.4292 -0.0124 -1.1266 -0.285
Ge 0.8493 -0.3320 -2.6465 0.977
C 0.5755 1.2377 -3.7420 -0.304
C 1.6605 2.0433 -4.0790 -0.092
C 1.4765 3.1839 -4.8523 -0.060
C 0.2051 3.5308 -5.2858 -0.059
C -0.8867 2.7360 -4.9504 -0.066
C -0.7004 1.5954 -4.1843 -0.146
C 2.5878 -0.4313 -1.7851 -0.288
C 3.6082 -1.1804 -2.3721 -0.093
C 4.8790 -1.2106 -1.8108 -0.051
C 5.1503 -0.4796 -0.6625 -0.066
C 4.1455 0.2786 -0.0733 -0.095
C 2.8726 0.2943 -0.6278 -0.124
C 0.3402 -2.0106 -3.4668 -0.286
C -0.5557 -2.0375 -4.5366 -0.091
C -0.9006 -3.2400 -5.1378 -0.057
C -0.3357 -4.4268 -4.6897 -0.057
C 0.5689 -4.4095 -3.6365 -0.078
C 0.8957 -3.2094 -3.0215 -0.128
H 2.6599 1.7848 -3.7460 0.105
H 2.3271 3.7957 -5.1227 0.118
H 0.0634 4.4135 -5.8953 0.118
H -1.8755 3.0006 -5.3025 0.113
H -1.5621 0.9847 -3.9289 0.091
H 3.4229 -1.7397 -3.2822 0.111
H 5.6627 -1.7880 -2.2831 0.119
H 6.1486 -0.4815 -0.2443 0.116
H 4.3695 0.8884 0.7951 0.103
H 2.1046 0.9142 -0.1756 0.064
H -0.9665 -1.1165 -4.9319 0.092
H -1.5873 -3.2489 -5.9738 0.116
H -0.5813 -5.3603 -5.1791 0.117
H 1.0356 -5.3305 -3.3112 0.111
H 1.6143 -3.2071 -2.2080 0.092
```

Summary:
- maximum force (eV/A) = 0.8
- LUMO (eV) = -8.543
- frontier orbital gap (eV) = 6.93
- HOMO level (eV) = -15.47
- relative energy (zero: lowest compared OMol25 entry of this formula, charge and spin) (kJ/mol) = 0.0
- E (eV) = -122393.66123
- total charge = +3
- 2S+1 = 1